No. 1
ORCA calculation (ωB97M-V/def2-TZVPD) on the molecule C20H29N3O7S in a non-equilibrium geometry.

Cartesian coordinates (Å):
C: 2.626073 -2.758403 -3.528046
C: 1.818626 -1.676769 -4.238466
O: 2.576059 -0.536281 -4.632114
C: 3.065281 0.329096 -3.651769
C: 2.025559 0.826705 -2.622429
N: 1.917171 -0.065102 -1.494775
C: 0.762581 -0.620646 -1.103724
O: -0.316802 -0.392495 -1.614750
C: 0.920537 -1.540967 0.114610
N: 1.049948 -0.741958 1.321070
C: 2.296468 -0.382421 1.716992
O: 3.293939 -0.690613 1.093846
C: 2.364595 0.480965 2.964805
O: 1.291610 0.330112 3.866864
C: 0.060256 0.234892 3.290825
C: -1.052388 0.619380 4.027188
C: -2.316682 0.521142 3.471881
C: -2.453393 0.052867 2.180278
S: -4.092260 -0.058525 1.439182
O: -4.142269 -1.255048 0.654928
O: -5.045858 0.126414 2.492583
N: -4.276117 1.224811 0.398678
C: -3.510280 1.210007 -0.830964
C: -2.346309 2.204320 -0.641561
C: -2.657081 2.937136 0.674070
C: -4.104545 2.532103 0.990666
C: -1.362214 -0.359758 1.440589
C: -0.091889 -0.285160 1.996659
O: 4.134579 -0.193334 -2.913844
C: 5.315376 -0.417263 -3.668263
C: 6.335975 -1.089699 -2.766788
H: 1.973243 -3.597058 -3.299620
H: 3.433730 -3.106324 -4.167805
H: 3.054010 -2.379935 -2.603922
H: 1.437571 -2.062755 -5.187687
H: 0.962875 -1.374458 -3.626399
H: 3.409708 1.195553 -4.246729
H: 1.043944 0.913829 -3.092867
H: 2.348145 1.812651 -2.273054
H: 2.787643 -0.310433 -1.038589
H: 1.832202 -2.135800 0.018677
H: 0.053738 -2.196304 0.202629
H: 3.275459 0.235295 3.515396
H: 2.435621 1.531041 2.632973
H: -0.903093 0.983060 5.030768
H: -3.199767 0.798034 4.023809
H: -4.168399 1.533213 -1.642684
H: -3.184729 0.193281 -1.038603
H: -1.394293 1.679829 -0.595749
H: -2.305767 2.899103 -1.478679
H: -2.558554 4.016731 0.577315
H: -1.991261 2.603294 1.470691
H: -4.328676 2.473440 2.054017
H: -4.810487 3.219982 0.515358
H: -1.525777 -0.735855 0.445189
H: 5.694827 0.548439 -4.035519
H: 5.085046 -1.046635 -4.536608
H: 7.266291 -1.235350 -3.308075
H: 6.521691 -0.471182 -1.893104
H: 5.962543 -2.053738 -2.432781

Forces on atoms 1 to 3 (eV/Å):
C -0.1007 0.3160 -0.1292
C -0.0307 -0.1806 0.0317
O 0.1412 -0.0599 -0.0038

SMILES   CCOC(CNC(=O)CN1C(=O)COc2ccc(S(=O)(=O)N3CCCC3)cc21)OCC
Relative energy (zero: lowest compared OMol25 entry of this formula, charge and spin)   46.7 kJ/mol
HOMO-LUMO gap   9.4 eV
LUMO energy   0.460 eV

Atomic partial charges in e from the natural (NBO) method, atoms 1 to 4: C -0.6447; C -0.0730; O -0.5394; C 0.3809

=====

No. 2
ORCA calculation (ωB97M-V/def2-TZVPD) on the molecule C3H3NO in a non-equilibrium geometry.

Cartesian coordinates (Å):
C: -0.946420 -0.185023 0.188309
C: 0.286820 0.442139 -0.410993
O: 0.265549 1.310241 -1.246788
C: 1.591557 -0.080948 0.079178
N: 2.604506 -0.503945 0.448453
H: -1.601502 0.614970 0.550235
H: -1.482988 -0.714851 -0.606652
H: -0.717524 -0.882581 0.998261

Forces on atoms 1 to 3 (eV/Å):
C -0.0716 -0.0024 0.0403
C -0.1589 0.2655 -0.2550
O 0.0850 -0.4228 0.4272

SMILES   CC(=O)C#N
Relative energy (zero: lowest compared OMol25 entry of this formula, charge and spin)   25.2 kJ/mol
HOMO-LUMO gap   10.8 eV
LUMO energy   -0.454 eV

Atomic partial charges in e from the natural (NBO) method, atoms 1 to 4: C -0.7093; C 0.5014; O -0.4518; C 0.1588

=====

No. 3
ORCA calculation (ωB97M-V/def2-TZVPD) on a cluster of 10 separate species, C10H20Cl20 in total in a non-equilibrium geometry.

Cartesian coordinates (Å):
Cl: 3.481755 3.257074 -0.954549
C: 4.356636 1.734541 -0.609689
Cl: 5.770439 2.112565 0.398898
H: 3.699744 1.023837 -0.122955
H: 4.708618 1.325464 -1.549106
Cl: -1.770068 -2.276849 2.841188
C: -1.339377 -3.987163 3.000918
Cl: -2.666948 -5.050325 2.545698
H: -0.500462 -4.249371 2.365673
H: -1.079012 -4.149167 4.040740
Cl: -4.114266 2.363562 -0.229232
C: -4.360294 1.169591 1.052251
Cl: -5.904819 0.314176 0.754490
H: -3.572445 0.443402 1.208522
H: -4.419609 1.738658 1.974336
Cl: 0.367465 3.280467 -3.390787
C: 0.544983 1.557242 -3.040424
Cl: 2.210804 0.982420 -3.320404
H: 0.319217 1.294119 -2.014642
H: -0.105790 1.045397 -3.738760
Cl: 0.105642 3.201653 0.313514
C: 0.592696 4.869504 0.066759
Cl: -0.460756 5.969447 0.950192
H: 1.642675 5.026199 0.296988
H: 0.510615 5.069520 -1.000037
Cl: -1.555677 3.560036 5.519494
C: -1.368426 3.621539 3.771972
Cl: -1.867621 2.084696 3.025528
H: -1.991108 4.422567 3.393217
H: -0.333117 3.789578 3.500427
Cl: -1.330133 0.000996 -0.727467
C: -0.008213 -0.073673 0.445294
Cl: 1.569211 -0.107091 -0.360262
H: -0.050702 0.796384 1.088745
H: -0.156733 -0.992524 1.001144
Cl: 1.747220 -3.110835 1.796563
C: 2.449597 -3.705705 0.303130
Cl: 4.147606 -3.173000 0.142748
H: 2.402522 -4.789295 0.287779
H: 1.856422 -3.334404 -0.527518
Cl: -3.875287 -3.190103 -0.358112
C: -2.556479 -3.400580 -1.495109
Cl: -1.307235 -4.475572 -0.856415
H: -2.915705 -3.795421 -2.440721
H: -2.170431 -2.404704 -1.692186
Cl: 0.202524 -2.177943 -3.346424
C: 1.936033 -1.825290 -3.598365
Cl: 2.915739 -3.248214 -3.273354
H: 2.040349 -1.434394 -4.601546
H: 2.202200 -1.103010 -2.838144

Forces on atoms 1 to 3 (eV/Å):
Cl 0.0239 -0.4315 -0.0122
C 0.3106 0.5363 -0.1047
Cl -0.1844 -0.3449 -0.0343

SMILES   ClCCl.ClCCl.ClCCl.ClCCl.ClCCl.ClCCl.ClCCl.ClCCl.ClCCl.ClCCl
Relative energy (zero: lowest compared OMol25 entry of this formula, charge and spin)   59.2 kJ/mol
HOMO-LUMO gap   11.1 eV
LUMO energy   0.304 eV

Atomic partial charges in e from the natural (NBO) method, atoms 1 to 4: Cl -0.0523; C -0.3777; Cl -0.0242; H 0.2294

=====

No. 4
ORCA calculation (ωB97M-V/def2-TZVPD) on a cluster of 2 separate species, C5H10O in total in a non-equilibrium geometry.

Cartesian coordinates (Å):
C: 1.393072 0.391738 -0.427790
C: 0.150157 -0.318737 0.103738
C: 0.375528 -0.777322 1.560888
C: -1.092522 0.603172 -0.031960
C: -1.590868 0.314393 -2.274129
O: -1.356634 -0.805109 -2.316737
H: 2.289475 -0.235009 -0.356511
H: 1.579403 1.311434 0.141218
H: 1.260501 0.667809 -1.479597
H: -0.003922 -1.234460 -0.486544
H: -0.486093 -1.329600 1.953356
H: 1.249938 -1.441756 1.636031
H: 0.557904 0.076261 2.225442
H: -1.980108 0.086548 0.373942
H: -0.934393 1.538772 0.487676
H: -1.411436 1.151866 -1.109024

Forces on atoms 1 to 3 (eV/Å):
C 0.0513 0.0821 -0.0889
C -0.1282 0.2412 -0.2646
C -0.1446 0.1242 -0.0562

Relative energy (zero: lowest compared OMol25 entry of this formula, charge and spin)   198.9 kJ/mol
HOMO-LUMO gap   10.9 eV
LUMO energy   1.108 eV

Atomic partial charges in e from the natural (NBO) method, atoms 1 to 4: C -0.6062; C -0.2360; C -0.5979; C -0.5886

=====

No. 5
ORCA calculation (ωB97M-V/def2-TZVPD) on a cluster of 2 separate species, C3H11N3 in total in a non-equilibrium geometry.

Cartesian coordinates (Å):
C: -3.053862 -0.514831 -1.127721
C: -2.403000 -1.569052 -0.682193
N: -2.152939 -1.841220 0.701868
H: -3.333171 0.297017 -0.460247
H: -3.595554 -0.428239 -2.051939
H: -2.135945 -2.471468 -1.213834
H: -2.123139 -0.930391 1.168320
H: -1.284434 -2.327326 0.894189
N: 1.502017 2.176741 0.218204
C: 2.644201 1.343121 -0.016666
N: 2.535211 -0.002807 0.534222
H: 0.697247 1.906333 -0.347506
H: 1.202257 2.130413 1.183242
H: 2.759278 1.232623 -1.097054
H: 3.574971 1.779220 0.343861
H: 3.397519 -0.404498 0.871851
H: 1.769344 -0.375638 1.081405

Forces on atoms 1 to 3 (eV/Å):
C -0.8440 0.7784 0.1700
C 0.2056 -1.7348 1.3885
N 0.2366 1.7361 -0.4666

SMILES   C=CN.NCN
Relative energy (zero: lowest compared OMol25 entry of this formula, charge and spin)   169.9 kJ/mol
HOMO-LUMO gap   9.5 eV
LUMO energy   0.788 eV

Atomic partial charges in e from the natural (NBO) method, atoms 1 to 4: C -0.5139; C 0.0111; N -0.8067; H 0.1856

=====

No. 6
ORCA calculation (ωB97M-V/def2-TZVPD) on a cluster of 2 separate species, C11H15N in total in a non-equilibrium geometry.

Cartesian coordinates (Å):
C: 2.071096 -1.963289 -0.583125
C: 1.475449 -0.634051 -0.249865
C: 1.857025 0.610312 -0.599587
N: 1.010675 1.573819 -0.036464
C: 0.078736 0.912884 0.736583
C: -0.926725 1.409726 1.557160
C: -1.595818 0.488628 2.329693
C: -1.319446 -0.885619 2.298189
C: -0.358135 -1.358241 1.427162
C: 0.314723 -0.465686 0.601560
H: 2.480257 -2.401798 0.330424
H: 2.921023 -1.785411 -1.229696
H: 1.348058 -2.662514 -0.994924
H: 2.645240 0.968655 -1.244803
H: 1.448134 2.456793 0.159054
H: -1.155447 2.461189 1.660886
H: -2.377746 0.876091 2.961409
H: -1.789350 -1.455842 3.082377
H: -0.153640 -2.419440 1.354787
C: -0.687255 0.507740 -3.252567
C: -1.743609 0.023902 -2.218286
H: 0.085074 -0.251931 -3.393180
H: -1.141240 0.642538 -4.206864
H: -0.176917 1.417086 -2.950427
H: -1.770429 -1.054888 -2.176669
H: -1.510125 0.569457 -1.311697
H: -2.725575 0.361130 -2.541947

Forces on atoms 1 to 3 (eV/Å):
C 0.3682 0.6276 0.4798
C -0.7447 -0.4030 0.0957
C -0.1056 0.4418 -0.0910

SMILES   Cc1c[nH]c2ccccc12.CC
Relative energy (zero: lowest compared OMol25 entry of this formula, charge and spin)   44.3 kJ/mol
HOMO-LUMO gap   8.9 eV
LUMO energy   0.938 eV

Atomic partial charges in e from the natural (NBO) method, atoms 1 to 4: C -0.6288; C -0.0683; C -0.0357; N -0.5499